[1]
Below is a single C23H28N4O4S molecule, with properties calculated with ωB97M-V/def2-TZVPD.

As for the structure (SMILES): CCCCn1c(SCC(=O)NCc2ccco2)nc2ccc(N3CCOCC3)cc2c1=O.

Each atom is followed by the atoms it is bonded to, with distances in Å.
CARTESIAN COORDINATES (ANGSTROEM)
1 S -3.936 0.697 0.652  C19 1.813, C22 1.764
2 O -1.091 1.771 -2.198  C10 1.346, C18 1.354
3 O -1.930 3.833 1.742  C24 1.209
4 O -0.382 -2.303 -1.069  C17 1.216
5 O 6.746 -0.854 0.216  C28 1.407, C32 1.409
6 N -1.961 -0.913 -0.216  C13 1.450, C17 1.401, C22 1.361
7 N -1.392 0.984 1.049  C22 1.280, C25 1.364
8 N 4.019 -0.153 0.467  C14 1.449, C16 1.446, C23 1.383
9 N -2.640 3.240 -0.323  C24 1.353, C26 1.446, H40 1.011
10 C -0.041 1.036 -2.607  O2 1.346, C27 1.358, H54 1.072
11 C 1.715 -0.700 0.048  C23 1.392, C31 1.390, H50 1.079
12 C -4.652 -3.607 -0.326  C20 1.526, C30 1.523, H45 1.092, H52 1.092
13 C -3.010 -1.747 -0.771  N6 1.450, C20 1.528, H34 1.094, H46 1.093
14 C 4.557 -0.630 -0.791  N8 1.449, C32 1.530, H38 1.087, H55 1.103
15 C 0.892 1.547 1.469  C21 1.372, C25 1.396, H42 1.078
16 C 5.026 0.548 1.233  N8 1.446, C28 1.535, H37 1.090, H43 1.102
17 C -0.633 -1.309 -0.416  O4 1.216, N6 1.401, C31 1.458
18 C -0.595 2.875 -1.591  O2 1.354, C26 1.497, C29 1.362
19 C -3.684 2.217 1.607  S1 1.813, C24 1.527, H35 1.091, H58 1.089
20 C -3.538 -2.744 0.259  C12 1.526, C13 1.528, H36 1.092, H53 1.092
21 C 2.228 1.280 1.304  C15 1.372, C23 1.410, H60 1.079
22 C -2.248 0.209 0.498  S1 1.764, N6 1.361, N7 1.280
23 C 2.675 0.149 0.591  N8 1.383, C11 1.392, C21 1.410
24 C -2.620 3.147 1.026  O3 1.209, N9 1.353, C19 1.527
25 C -0.066 0.697 0.914  N7 1.364, C15 1.396, C31 1.404
26 C -1.567 3.879 -1.052  N9 1.446, C18 1.497, H44 1.092, H51 1.097
27 C 1.127 1.647 -2.278  C10 1.358, C29 1.417, H39 1.070
28 C 6.223 -0.389 1.437  O5 1.407, C16 1.535, H47 1.101, H56 1.091
29 C 0.766 2.843 -1.611  C18 1.362, C27 1.417, H59 1.070
30 C -5.182 -4.604 0.697  C12 1.523, H33 1.088, H48 1.087, H57 1.088
31 C 0.359 -0.431 0.192  C11 1.390, C17 1.458, C25 1.404
32 C 5.755 -1.539 -0.514  O5 1.409, C14 1.530, H41 1.091, H49 1.100
33 H -4.386 -5.266 1.030  C30 1.088
34 H -3.819 -1.104 -1.129  C13 1.094
35 H -4.653 2.718 1.620  C19 1.091
36 H -2.713 -3.381 0.586  C20 1.092
37 H 4.629 0.813 2.213  C16 1.090
38 H 3.800 -1.173 -1.352  C14 1.087
39 H 2.116 1.292 -2.476  C27 1.070
40 H -3.177 2.559 -0.842  N9 1.011
41 H 6.225 -1.856 -1.447  C32 1.091
42 H 0.552 2.422 2.001  C15 1.078
43 H 5.363 1.460 0.715  C16 1.102
44 H -1.051 4.548 -0.360  C26 1.092
45 H -5.467 -2.961 -0.660  C12 1.092
46 H -2.570 -2.286 -1.615  C13 1.093
47 H 5.905 -1.243 2.054  C28 1.101
48 H -5.974 -5.209 0.265  C30 1.087
49 H 5.420 -2.424 0.047  C32 1.100
50 H 1.985 -1.594 -0.492  C11 1.079
51 H -2.000 4.466 -1.871  C26 1.097
52 H -4.272 -4.145 -1.196  C12 1.092
53 H -3.916 -2.200 1.128  C20 1.092
54 H -0.253 0.110 -3.104  C10 1.072
55 H 4.901 0.225 -1.397  C14 1.103
56 H 7.037 0.136 1.939  C28 1.091
57 H -5.581 -4.084 1.565  C30 1.088
58 H -3.396 1.951 2.623  C19 1.089
59 H 1.428 3.578 -1.200  C29 1.070
60 H 2.944 1.974 1.715  C21 1.079



[2]
Below is a single C23H23NO3 molecule at a distorted geometry, with properties calculated with ωB97M-V/def2-TZVPD.

As for the structure (SMILES): Cc1ccc(Oc2cn(C3CC3)c(COc3ccccc3)cc2=O)c(C)c1.

Each atom is followed by the atoms it is bonded to, with distances in Å.
CARTESIAN COORDINATES (ANGSTROEM)
1 O 2.282 -1.957 -0.107  C9 1.376, C20 1.396
2 O -2.532 1.961 2.031  C17 1.460, C21 1.385
3 O -0.457 -2.888 -0.453  C13 1.221
4 N 0.112 0.876 0.895  C14 1.428, C18 1.432, C24 1.421
5 C 2.350 -2.003 -2.607  C9 1.430, C15 1.386, H37 1.075
6 C 3.700 -4.324 0.128  C25 1.514, H32 1.093, H34 1.107, H43 1.119
7 C -4.352 3.441 1.275  C19 1.408, C21 1.416, H50 1.101
8 C 3.579 -3.813 -3.671  C15 1.413, C22 1.540, C23 1.431
9 C 2.573 -2.561 -1.309  O1 1.376, C5 1.430, C25 1.414
10 C -0.035 3.394 0.804  C12 1.509, C14 1.494, H30 1.090, H39 1.088
11 C -4.132 2.857 3.586  C21 1.393, C27 1.396, H47 1.075
12 C 1.414 3.065 1.065  C10 1.509, C14 1.533, H41 1.063, H45 1.101
13 C -0.256 -1.727 -0.135  O3 1.221, C20 1.482, C26 1.474
14 C 0.290 2.137 1.542  N4 1.428, C10 1.494, C12 1.533, H49 1.116
15 C 2.843 -2.609 -3.751  C5 1.386, C8 1.413, H42 1.078
16 C -5.833 4.429 2.944  C19 1.414, C27 1.390, H40 1.084
17 C -2.437 1.369 0.700  O2 1.460, C18 1.517, H36 1.128, H38 1.092
18 C -1.226 0.462 0.594  N4 1.432, C17 1.517, C26 1.383
19 C -5.417 4.304 1.598  C7 1.408, C16 1.414, H48 1.099
20 C 1.119 -1.191 0.005  O1 1.396, C13 1.482, C24 1.369
21 C -3.660 2.725 2.282  O2 1.385, C7 1.416, C11 1.393
22 C 4.049 -4.529 -4.951  C8 1.540, H28 1.102, H33 1.090, H35 1.102
23 C 3.815 -4.393 -2.384  C8 1.431, C25 1.413, H31 1.094
24 C 1.224 0.064 0.542  N4 1.421, C20 1.369, H44 1.087
25 C 3.322 -3.756 -1.224  C6 1.514, C9 1.414, C23 1.413
26 C -1.396 -0.830 0.130  C13 1.474, C18 1.383, H29 1.061
27 C -5.197 3.690 3.935  C11 1.396, C16 1.390, H46 1.089
28 H 4.007 -3.835 -5.806  C22 1.102
29 H -2.366 -1.220 -0.053  C26 1.061
30 H -0.563 4.144 1.395  C10 1.090
31 H 4.425 -5.291 -2.245  C23 1.094
32 H 3.948 -5.388 0.094  C6 1.093
33 H 3.433 -5.405 -5.155  C22 1.090
34 H 2.857 -4.232 0.840  C6 1.107
35 H 5.085 -4.870 -4.794  C22 1.102
36 H -3.355 0.765 0.445  C17 1.128
37 H 1.785 -1.088 -2.642  C5 1.075
38 H -2.362 2.162 -0.048  C17 1.092
39 H -0.341 3.346 -0.239  C10 1.088
40 H -6.610 5.146 3.184  C16 1.084
41 H 2.036 2.773 0.255  C12 1.063
42 H 2.595 -2.215 -4.723  C15 1.078
43 H 4.594 -3.756 0.489  C6 1.119
44 H 2.225 0.449 0.721  C24 1.087
45 H 1.930 3.665 1.831  C12 1.101
46 H -5.529 3.828 4.963  C27 1.089
47 H -3.592 2.313 4.341  C11 1.075
48 H -5.939 4.898 0.836  C19 1.099
49 H -0.019 2.200 2.612  C14 1.116
50 H -3.983 3.420 0.239  C7 1.101



[3]
Below is a single C2H6N4S molecule at a distorted geometry, with properties calculated with ωB97M-V/def2-TZVPD.

As for the structure (SMILES): [H]/N=C(N)\C(=N/[H])NS.

Each atom is followed by the atoms it is bonded to, with distances in Å.
CARTESIAN COORDINATES (ANGSTROEM)
1 S 0.176 2.066 -1.411  N3 1.733, H13 1.366
2 N 0.034 -1.868 1.949  C6 1.423, H8 1.064, H9 1.010
3 N -0.364 0.499 -0.906  S1 1.733, C7 1.391, H10 1.035
4 N -0.905 -2.176 -0.134  C6 1.270, H11 1.001
5 N 1.106 0.516 0.952  C7 1.307, H12 1.043
6 C -0.338 -1.371 0.669  N2 1.423, N4 1.270, C7 1.465
7 C 0.194 -0.078 0.230  N3 1.391, N5 1.307, C6 1.465
8 H 0.024 -1.330 2.867  N2 1.064
9 H -0.292 -2.803 2.152  N2 1.010
10 H -1.352 0.280 -1.123  N3 1.035
11 H -0.874 -1.816 -1.068  N4 1.001
12 H 1.406 -0.266 1.573  N5 1.043
13 H 0.033 2.765 -0.247  S1 1.366



Lowest unoccupied orbital energy in eV, matching the order above: 0.5 0.6 0.6
Relative energy (zero: lowest compared OMol25 entry of this formula, charge and spin) in kcal/mol, matching the order above: 53.4 94.6 24.3